(1)
This record from the Open Molecules 2025 dataset describes C13H10AsClF6IrN3O6S3Sb as an isolated structure. The level of theory is the ωB97M-V functional and the def2-TZVPD basis.

Computed properties:
2S+1   6
Expectation value of S²   8.78
LUMO energy (alpha / beta)   -1.60 / -4.02 eV
Charge   0
Frontier orbital gap (alpha / beta)   0.30685 / 0.23471 Eh
Relative energy (zero: lowest compared OMol25 entry of this formula, charge and spin)   0.149 eV
Largest force on an atom   0.321 eV Å⁻¹
Calculated total energy   -161949.264 eV

XYZ file:
```
45
Properties=species:S:1:pos:R:3:forces:R:3:mulliken_spin:R:1
Ir -0.670340 0.956902 -1.418036 -0.17 -0.23 -0.14 1.624
Sb -2.071792 2.787829 -4.115543 0.02 0.00 0.13 -0.041
As 0.110632 -3.173347 -2.029291 -0.01 0.01 -0.06 0.002
Cl -0.726867 -0.308674 4.293765 0.00 0.00 -0.02 0.003
S -4.226281 2.119987 -3.460333 0.05 -0.02 -0.03 1.031
S -1.556644 3.476098 -1.837685 0.00 0.02 0.04 1.270
S -0.695439 0.816454 -3.646846 -0.02 0.13 -0.03 0.493
F 0.580436 -2.000485 -3.273443 -0.03 -0.07 0.07 0.001
F 0.982257 -4.409294 -2.829377 -0.02 0.04 0.02 0.000
F 1.562052 -2.686029 -1.163231 -0.10 0.01 -0.01 0.000
F -0.731533 -1.821432 -1.213561 0.10 0.00 0.02 0.035
F -1.328194 -3.513567 -2.894767 0.03 0.02 0.04 0.001
F -0.326670 -4.196751 -0.720566 0.00 0.05 -0.01 0.001
O -3.729397 0.131782 4.337274 0.00 0.00 0.04 0.001
O -4.977547 0.546314 2.556840 0.00 0.01 -0.07 0.000
O 0.706595 2.476290 -0.614659 -0.08 -0.01 -0.09 0.258
O -4.530367 0.962658 -0.048883 -0.06 0.01 0.02 0.026
O 2.840370 3.105700 -0.526552 0.06 0.03 0.01 0.036
O -2.724501 1.019364 -1.339845 0.03 -0.07 -0.10 0.076
N -1.122547 0.480136 0.604207 -0.02 0.14 0.05 0.088
N -0.446182 0.176211 1.720585 -0.10 -0.04 0.07 -0.012
N 1.232537 0.102536 -1.553962 0.11 -0.09 0.02 0.061
C 1.849217 0.958982 1.872022 0.01 -0.05 -0.01 -0.001
C -3.818379 0.323846 3.156348 -0.03 -0.01 -0.03 0.000
C -2.405661 0.565295 0.933582 -0.03 0.00 0.01 0.024
C 3.648868 -0.617856 1.648782 0.00 0.04 0.01 0.000
C -3.330376 0.870590 -0.193754 0.02 -0.03 0.03 -0.012
C 2.742492 -1.658452 1.503332 -0.01 -0.04 0.00 -0.001
C 3.207794 0.688456 1.832017 -0.01 -0.03 0.00 -0.003
C 1.378883 -1.403986 1.541595 -0.01 -0.05 -0.05 0.000
C -2.591945 0.323716 2.298575 0.06 -0.01 0.01 -0.007
C 2.310595 1.096111 -1.695024 0.03 0.02 -0.02 0.014
C 0.962056 -0.095377 1.715466 0.09 0.09 0.02 0.011
C 1.981337 2.333993 -0.876811 0.08 0.02 0.00 -0.007
C -1.300683 0.075088 2.757790 -0.04 0.00 -0.03 0.019
H 3.086352 -2.669976 1.340926 0.01 -0.01 -0.01 0.000
H 3.267272 0.682405 -1.381837 -0.01 0.01 -0.01 -0.002
H 1.482162 1.969024 1.991873 -0.01 0.01 0.00 0.003
H 2.376697 1.389978 -2.743798 0.02 -0.01 0.01 -0.001
H 1.237075 -0.574687 -2.325030 -0.02 0.05 0.02 0.014
H 3.913659 1.501842 1.924834 0.01 0.00 0.00 0.000
H 4.709992 -0.824914 1.614606 0.02 0.00 -0.01 0.000
H -4.896872 0.688553 1.581322 0.00 0.00 0.08 0.001
H 0.656782 -2.200097 1.400366 0.02 0.04 0.00 0.000
H 1.382103 -0.471204 -0.723277 0.01 0.02 0.00 -0.007
```
Forces are in eV/Å.

=====

(2)
This record from the Open Molecules 2025 dataset describes C13H10Cl5CrN as an isolated structure at a distorted geometry. The level of theory is the ωB97M-V functional and the def2-TZVPD basis.

Computed properties:
2S+1   4
Expectation value of S²   3.79
LUMO energy (alpha / beta)   2.79 / 2.79 eV
Charge   -1
Frontier orbital gap (alpha / beta)   0.20468 / 0.23992 Eh
Largest force on an atom   5.401 eV Å⁻¹
Calculated total energy   -106164.427 eV

XYZ file:
```
30
Properties=species:S:1:pos:R:3:forces:R:3:mulliken_spin:R:1
Cr -0.482979 0.746884 -0.368474 -1.77 -5.10 0.20 2.854
Cl 0.497910 -3.913488 2.939170 -0.12 -0.38 0.42 -0.001
Cl 4.636353 -2.031680 0.015757 0.53 -0.15 -0.17 -0.001
Cl 3.462532 -4.181605 1.962654 0.32 -0.42 0.19 0.002
Cl -1.088410 -1.321857 2.243801 -0.09 -0.27 0.35 0.003
Cl 2.746481 0.053698 -1.308137 0.65 -0.31 -0.12 0.000
N 0.463745 1.732651 -1.472974 1.38 3.28 1.33 0.311
C -2.027086 1.281302 -1.857870 -1.44 -1.13 0.48 0.016
C -1.954417 -0.916261 -1.073128 -1.16 1.14 -0.47 0.025
C 2.988947 -1.972711 0.459694 -1.36 0.14 0.34 -0.007
C 1.152176 -2.769161 1.855348 0.49 1.06 -0.96 -0.012
C 0.819513 -0.817032 0.388011 -0.29 0.72 -0.13 -0.068
C -1.607543 -0.068332 -2.183915 -1.25 0.30 0.90 -0.016
C -0.192519 1.912610 1.162835 0.39 0.83 -0.03 -0.097
C -2.612606 -0.110492 -0.081736 0.06 0.28 -1.05 -0.004
C -2.617088 1.261685 -0.537257 -0.50 -1.02 -1.54 0.003
C 2.480650 -2.910205 1.390546 -0.92 1.19 -0.54 0.012
C 0.383147 -1.664431 1.404801 1.40 -0.75 -0.02 -0.016
C 2.123136 -0.980136 -0.073738 0.29 -1.21 0.86 -0.008
C 0.397112 2.628198 -0.025742 2.19 2.18 -1.14 -0.019
H 0.969155 2.200138 -2.209331 0.02 0.00 0.46 -0.012
H 1.449395 2.890494 0.167981 -0.14 -0.16 -0.15 0.004
H -1.210302 -0.401385 -3.139226 0.20 0.18 0.39 -0.008
H -1.879640 -2.000028 -1.065535 0.26 0.28 0.18 -0.007
H -3.163400 -0.477995 0.776484 0.47 0.13 -0.06 -0.005
H -3.111499 2.093636 -0.038684 0.32 -0.22 -0.12 0.005
H -2.032224 2.131349 -2.537196 0.42 -0.24 0.41 0.003
H 0.573395 1.602017 1.883423 -0.43 0.11 -0.03 0.020
H -1.070654 2.418676 1.576925 0.30 -0.21 0.11 0.012
H -0.093281 3.583460 -0.254488 -0.22 -0.27 -0.11 0.010
```
Forces are in eV/Å.

=====

(3)
This record from the Open Molecules 2025 dataset describes C13H10F5NSSn as an isolated structure at a distorted geometry. The level of theory is the ωB97M-V functional and the def2-TZVPD basis.

Computed properties:
LUMO energy   -0.35 eV
Charge   0
Frontier orbital gap   0.28124 Eh
Largest force on an atom   5.281 eV Å⁻¹
Calculated total energy   -45383.029 eV

XYZ file:
```
31
Properties=species:S:1:pos:R:3:forces:R:3:mulliken_charge:R:1
Sn 0.668770 0.104780 -1.144536 -1.34 -4.17 1.25 0.786
S 2.242891 0.245543 0.712453 0.20 0.28 0.14 -0.376
F 0.339910 2.354355 1.660903 0.10 -0.66 0.87 -0.305
F 1.406242 -2.239434 2.201939 -0.44 0.95 0.65 -0.367
F -0.291782 -2.380302 4.345509 0.17 0.81 -0.33 -0.287
F -1.191486 2.278346 3.938673 0.32 -0.71 -0.27 -0.292
F -1.520406 -0.102634 5.270421 0.42 0.03 -0.67 -0.291
N -0.806354 -1.344524 -0.320722 -2.07 4.34 2.19 -0.359
C 0.311071 1.223984 2.423674 0.11 -0.09 -0.52 0.430
C 0.152005 2.310386 -1.663406 -0.71 -0.11 -0.50 -0.453
C -1.046556 1.376924 -3.406639 0.40 0.44 -0.03 -0.382
C -1.166248 2.066871 -2.179846 0.74 0.13 -0.26 -0.600
C 1.062975 0.111125 2.011329 -0.59 0.00 0.48 -0.001
C 0.792900 -2.114948 -1.620506 -0.10 -0.64 -0.51 -0.882
C 1.105501 1.770422 -2.651093 -0.77 -0.34 -0.72 -0.510
C 0.824960 -1.106136 2.674506 0.21 -0.16 -0.66 0.353
C -0.056286 -1.191710 3.746123 -0.09 -0.22 0.18 0.141
C 0.320362 1.176835 -3.705510 0.02 0.96 0.38 -0.719
C -0.510061 -2.605546 -0.794227 2.87 0.26 -2.41 -0.334
C -0.712375 -0.041456 4.193967 0.00 0.02 0.15 0.579
C -0.535247 1.172185 3.522330 -0.23 0.13 0.22 0.069
H -1.706994 -1.199187 0.129433 0.10 -0.03 0.01 0.086
H 2.172157 1.974909 -2.655680 -0.19 -0.12 0.00 0.610
H -1.254258 -3.063792 -1.468921 0.15 0.09 0.10 0.313
H 0.681908 -2.214813 -2.702500 0.28 -0.47 0.09 0.331
H -0.207408 -3.339836 -0.028591 0.02 0.15 -0.11 0.206
H -2.087066 2.449259 -1.741887 0.30 -0.37 0.01 0.420
H 0.728918 0.739365 -4.616012 -0.15 -0.01 0.42 0.431
H 0.426438 2.968264 -0.843287 -0.11 -0.24 -0.12 0.664
H -1.875912 1.121564 -4.066074 0.28 -0.14 0.36 0.424
H 1.731439 -2.500801 -1.221819 0.06 -0.10 -0.36 0.314
```
Forces are in eV/Å.

=====

(4)
This record from the Open Molecules 2025 dataset describes C13H11BrN5O2SSeTeZr as an isolated structure. The level of theory is the ωB97M-V functional and the def2-TZVPD basis.

Computed properties:
LUMO energy   -4.45 eV
Charge   +1
Frontier orbital gap   0.26592 Eh
Relative energy (zero: lowest compared OMol25 entry of this formula, charge and spin)   0.299 eV
Largest force on an atom   0.344 eV Å⁻¹
Calculated total energy   -179999.964 eV

XYZ file:
```
36
Properties=species:S:1:pos:R:3:forces:R:3:mulliken_charge:R:1
Te 2.998165 -0.744269 -0.398469 -0.07 0.10 0.04 -0.090
Zr 1.061976 1.067076 -1.612343 -0.16 -0.18 -0.12 0.988
Br 1.744029 1.182824 -4.003835 -0.03 -0.01 0.03 -0.510
Se -1.282778 -1.424354 -2.808761 0.10 0.03 -0.08 0.322
S 2.371855 -2.896428 -1.365417 -0.03 0.05 0.05 -0.355
O -2.192224 3.737516 -1.165251 -0.03 -0.01 -0.03 -0.573
O -0.876887 1.964891 -1.672852 0.03 0.03 0.07 -0.475
N 1.038385 -4.938354 -0.440369 0.01 0.01 0.03 -0.434
N -2.575334 -2.052160 -1.812795 0.04 -0.10 -0.17 -0.746
N 1.035997 2.763741 -0.559626 0.08 -0.02 -0.18 0.017
N 1.248813 -3.214338 1.059617 0.04 0.00 0.00 -0.340
N -0.439983 -0.675622 -1.410362 -0.03 -0.06 -0.03 -0.190
C -1.172499 -0.903988 -0.326960 -0.14 -0.12 -0.02 1.230
C 1.493583 -3.726640 -0.130651 -0.07 -0.05 -0.07 1.052
C -1.149476 3.154182 -1.130960 0.11 0.04 0.10 0.273
C -2.933532 -1.546291 1.754305 0.01 0.02 0.04 -0.598
C -0.897709 -0.425547 0.988807 0.02 0.00 -0.03 -0.445
C 0.094939 3.681433 -0.401440 -0.06 0.08 0.04 0.516
C 2.703344 3.724201 0.593080 0.11 0.03 0.01 -0.577
C -2.361772 -1.693134 -0.565054 0.09 0.17 0.28 0.562
C 0.475744 4.773396 0.333374 -0.06 0.02 -0.02 -0.640
C 2.281970 2.624273 -0.188630 0.02 0.10 0.12 -0.262
C -1.763494 -0.746124 1.981662 0.00 0.02 0.03 -0.826
C -3.237253 -2.013234 0.523145 0.03 -0.01 -0.12 -0.631
C 1.804973 4.761982 0.820678 0.06 -0.13 0.00 -0.044
H 0.777788 -3.739101 1.778868 -0.01 0.01 0.00 0.224
H -4.121665 -2.599266 0.315891 -0.01 0.00 0.04 0.500
H 3.706324 3.788275 0.991475 -0.01 -0.02 0.01 0.425
H -0.020766 0.181361 1.183222 0.00 -0.01 0.01 0.490
H -3.581931 -1.755002 2.594190 -0.02 -0.02 -0.02 0.429
H 2.143853 5.607900 1.405380 -0.03 0.03 -0.01 0.399
H 1.255392 -5.342017 -1.336353 0.00 0.00 -0.01 0.201
H 0.524294 -5.501030 0.217401 0.02 -0.01 0.01 0.203
H 1.618843 -2.295703 1.279663 -0.01 0.01 -0.01 -0.015
H -0.191769 5.601249 0.524922 -0.01 -0.01 0.01 0.480
H -1.581197 -0.381694 2.984439 0.01 0.01 0.00 0.442
```
Forces are in eV/Å.